Computed, not measured: a single C4H8O2 molecule, with the ωB97M-V functional and the def2-TZVPD basis.

XYZ file:
```
14
C4H8O2 the ωB97M-V functional and the def2-TZVPD basis
O -0.5098 0.1412 0.4059
O 0.2853 1.2224 -0.1679
C 0.9986 1.2400 2.0846
C 1.2530 1.4109 0.7936
C -0.4184 -1.3211 -1.6231
C -1.2239 -0.6152 -0.5464
H 2.2357 1.6082 0.3721
H -1.0768 -2.0159 -2.1603
H -0.0043 -0.6115 -2.3418
H -1.6608 -1.3621 0.1282
H -0.0234 1.0703 2.3996
H 0.4003 -1.9023 -1.1893
H -2.0460 -0.0287 -0.9707
H 1.7905 1.1637 2.8154
```

Computed properties:
HOMO-LUMO gap   10.18 eV
Electronic energy   -307.5423 Ha
LUMO energy   1.114 eV
Relative energy (zero: lowest compared OMol25 entry of this formula, charge and spin)   106.75 kcal/mol